[1]
ORCA calculation (ωB97M-V with the def2-TZVPD basis set) on an isolated molecule of C24H30N2O5S at a distorted geometry.

ORCA input file:
```
! RIJCOSX wB97M-V def2-TZVPD def2/J DEFGRID3
* xyz 0 1
C -9.93682 -0.50103 -0.60551
C -8.97371 0.67436 -0.52806
O -7.83407 0.36164 0.27600
C -6.82850 -0.28836 -0.31349
O -6.82423 -0.61050 -1.47339
C -5.71545 -0.57245 0.68391
C -5.20722 0.72683 1.32202
C -4.44379 1.55618 0.29219
N -3.33958 0.78902 -0.25041
C -2.07203 1.19239 0.01126
O -1.85508 2.20479 0.65035
C -0.92904 0.34169 -0.53885
C 0.35920 1.16832 -0.56767
C 1.51966 0.31577 -1.07700
N 1.68605 -0.91321 -0.33016
S 2.56869 -0.73500 1.08981
O 2.46991 -1.97758 1.80002
O 2.25171 0.47354 1.79862
C 4.21047 -0.58172 0.39905
C 4.72051 -1.67303 -0.31431
C 5.97051 -1.59390 -0.85984
C 6.74996 -0.42417 -0.71093
C 8.04413 -0.31420 -1.26095
C 8.77842 0.82762 -1.09815
C 8.25428 1.91344 -0.37916
C 7.00303 1.84052 0.16667
C 6.22117 0.67627 0.01726
C 4.92661 0.56517 0.56949
C 0.47812 -1.69940 -0.21252
C -0.68602 -0.88400 0.35083
C -3.78442 -0.40280 -0.93312
C -4.55486 -1.31934 0.02402
H -10.81914 -0.21211 -1.16905
H -10.23726 -0.80772 0.39346
H -9.45915 -1.34023 -1.10521
H -8.63429 0.95224 -1.53123
H -9.43780 1.53344 -0.03958
H -6.16216 -1.19837 1.46471
H -6.04395 1.30211 1.71742
H -4.53489 0.47986 2.14554
H -4.02718 2.45367 0.75197
H -5.11071 1.84540 -0.52845
H -1.16267 0.01919 -1.55984
H 0.58115 1.51507 0.44185
H 0.23210 2.04163 -1.20892
H 1.36094 0.04351 -2.12759
H 2.45967 0.86588 -1.00051
H 4.10594 -2.55398 -0.40407
H 6.38442 -2.42516 -1.41188
H 8.44556 -1.15145 -1.81344
H 9.76896 0.90272 -1.52192
H 8.84975 2.80645 -0.26072
H 6.59258 2.67050 0.72250
H 4.49569 1.37904 1.13288
H 0.22907 -2.08449 -1.20844
H 0.71698 -2.53538 0.44589
H -0.42343 -0.54569 1.35524
H -1.57243 -1.51584 0.41646
H -2.94610 -0.94588 -1.36292
H -4.45568 -0.10728 -1.74745
H -4.93548 -2.17329 -0.53745
H -3.88390 -1.68293 0.80462
*
```

**Relative energy (zero: lowest compared OMol25 entry of this formula, charge and spin)**: 7.5 kcal/mol
**Strongest force on any atom**: 0.0216 hartree/bohr
**E_LUMO**: 0.2 eV
**SMILES**: CCOC(=O)C1CCN(C(=O)C2CCN(S(=O)(=O)c3ccc4ccccc4c3)CC2)CC1

=====

[2]
ORCA calculation (ωB97M-V with the def2-TZVPD basis set) on a structure of composition C34H43AuGe2NO2Si at a distorted geometry.

ORCA input file:
```
! RIJCOSX wB97M-V def2-TZVPD def2/J DEFGRID3
* xyz 1 1
Au 0.74574 1.30931 -0.27852
O -2.03707 3.17270 2.18127
C -1.46919 2.16912 1.84517
O -1.77038 1.46275 0.76218
C -0.31141 1.62241 2.64279
C -0.16618 2.00551 3.98730
C 0.84119 1.44083 4.71713
C 1.70095 0.49347 4.11721
C 2.74633 -0.15394 4.81637
C 3.53599 -1.06754 4.18096
C 3.31916 -1.37972 2.81994
C 2.32128 -0.76891 2.11675
C 1.49496 0.18254 2.75431
N 0.48983 0.76570 2.04318
H -0.85585 2.72635 4.40052
H 0.98968 1.70514 5.75671
H 2.90494 0.08759 5.85940
H 4.33342 -1.56403 4.71642
H 3.95066 -2.11509 2.33938
H 2.12754 -1.00654 1.07690
C 2.61717 -2.58326 -2.06796
C 2.46828 -1.06611 -1.94251
Ge 0.59195 -0.46041 -1.87310
C -0.21147 -0.31789 -3.65217
C -1.73243 -0.20121 -3.63759
C -0.45763 -1.69189 -0.77992
C -1.42696 -1.67984 0.14591
Ge -2.59603 -0.21644 0.81461
C -4.04440 0.22157 -0.42637
C -5.12912 -0.80835 -0.71671
C -3.06878 -0.40034 2.71117
C -2.11266 -1.19203 3.60568
C -1.84569 -2.98585 0.73092
C -0.88896 -3.91975 1.13135
C -1.26661 -5.13081 1.68783
C -2.61072 -5.43388 1.85801
C -3.57218 -4.51225 1.47229
C -3.19035 -3.29796 0.92268
H 3.66876 -2.86759 -2.12388
H 2.13175 -2.96747 -2.96702
H 2.18505 -3.10507 -1.21204
H 2.90733 -0.56588 -2.80970
H 3.00705 -0.69230 -1.07173
H 0.08348 -1.24001 -4.16288
H 0.26992 0.49291 -4.19979
H -2.17870 -1.05047 -3.11696
H -2.13580 -0.18467 -4.65041
H -2.07642 0.70248 -3.12935
H -0.11453 -2.69910 -1.04427
H -3.53514 0.50358 -1.35193
H -4.47410 1.14379 -0.02790
H -4.72082 -1.72993 -1.13381
H -5.83791 -0.41266 -1.44419
H -5.69812 -1.06718 0.17822
H -4.07574 -0.82162 2.75481
H -3.17368 0.62282 3.08583
H -2.13746 -2.25668 3.37966
H -2.38629 -1.06933 4.65424
H -1.07776 -0.86084 3.49427
H 0.16325 -3.67805 1.04186
H -0.50818 -5.83619 2.00076
H -2.90537 -6.37915 2.29288
H -4.62302 -4.73641 1.59900
H -3.96870 -2.60585 0.62556
C -0.51200 3.11919 -3.07931
Si 0.87825 3.03798 -1.84428
C 0.74472 4.23318 -0.39161
C 2.53061 3.11558 -2.69671
C 3.60628 3.80753 -2.13573
C 4.84417 3.83086 -2.75961
C 5.02971 3.15652 -3.95804
C 3.97313 2.46581 -4.53493
C 2.73637 2.45021 -3.90884
H -0.37873 3.99485 -3.71846
H -1.48444 3.19322 -2.59170
H -0.50951 2.24036 -3.72348
H 0.91064 5.24098 -0.78887
H 1.50013 4.07072 0.38004
H -0.24374 4.22785 0.06980
H 3.48351 4.34201 -1.20051
H 5.66361 4.37769 -2.31223
H 5.99477 3.17470 -4.44668
H 4.11115 1.95029 -5.47614
H 1.91751 1.92041 -4.38341
*
```

**Strongest force on any atom**: 0.0206 hartree/bohr
**E_LUMO**: -3.3 eV

=====

[3]
ORCA calculation (ωB97M-V with the def2-TZVPD basis set) on an isolated molecule of CH3ClN2O2 at a distorted geometry.

ORCA input file:
```
! RIJCOSX wB97M-V def2-TZVPD def2/J DEFGRID3
* xyz 0 3
C 0.89386 -0.06901 -0.55676
N -1.18137 -0.30523 0.61277
N -0.41414 0.50753 -0.05263
O -2.25499 -0.04626 1.14256
O -0.79158 1.61991 -0.57526
Cl 2.07684 -0.09528 0.78859
H 0.92179 -1.03429 -1.01422
H 1.34797 0.52888 -1.37479
H -0.59838 -1.10625 1.02974
*
```

**Relative energy (zero: lowest compared OMol25 entry of this formula, charge and spin)**: 28.1 kcal/mol
**⟨S²⟩**: 2.007
**Strongest force on any atom**: 0.1715 hartree/bohr
**E_LUMO (spin up / spin down)**: 0.6 / -1.6 eV

=====

[4]
ORCA calculation (ωB97M-V with the def2-TZVPD basis set) on a cluster of 10 separate species, H20O10 in total at a distorted geometry.

ORCA input file:
```
! RIJCOSX wB97M-V def2-TZVPD def2/J DEFGRID3
* xyz -1 2
O -2.51477 -1.03946 0.00815
H -3.39179 -1.36130 0.21668
H -2.29089 -0.46262 0.73847
O -1.68789 2.00679 1.00186
H -2.54789 1.79766 0.63732
H -1.62512 1.46998 1.79188
O 0.08315 -0.94063 2.08922
H -0.67272 -0.43864 2.39400
H 0.37717 -1.42423 2.86118
O 2.16771 -2.55267 0.83882
H 2.72796 -1.80293 1.03943
H 2.53726 -3.27217 1.35066
O -1.90016 -0.76313 -2.65059
H -1.85004 -0.71930 -1.69571
H -2.24062 0.09226 -2.91256
O 1.80651 -0.23881 -2.27536
H 1.09341 -0.23898 -1.63683
H 1.50068 -0.81386 -2.97681
O 3.32786 1.63041 -0.79046
H 2.72690 1.07241 -1.28413
H 3.18378 2.50875 -1.14256
O -0.13857 4.25578 1.06033
H -0.66005 3.49387 0.80779
H -0.63080 4.65673 1.77671
O 0.23996 -2.76855 -0.84017
H -0.55525 -2.31716 -0.55713
H 0.86474 -2.62214 -0.12992
O 0.21741 0.27747 -0.24535
H 0.42819 -0.24162 0.53077
H -0.57612 0.75612 -0.00568
*
```

**Relative energy (zero: lowest compared OMol25 entry of this formula, charge and spin)**: 6.9 kcal/mol
**⟨S²⟩**: 0.750
**Strongest force on any atom**: 0.0262 hartree/bohr
**E_LUMO (spin up / spin down)**: 2.8 / 2.7 eV

=====

[5]
ORCA calculation (ωB97M-V with the def2-TZVPD basis set) on a structure of composition C31H37N5Zn at a distorted geometry.

ORCA input file:
```
! RIJCOSX wB97M-V def2-TZVPD def2/J DEFGRID3
* xyz -2 1
Zn -1.15491 -0.70560 0.03434
N 0.78510 -3.29607 4.73407
N -0.34157 -2.94909 -1.43560
C 1.36583 2.07945 0.37047
C 2.51794 1.36066 0.71998
C 2.49684 1.13229 2.15456
C 3.41685 0.40282 2.87216
H 4.06446 -0.31113 2.35636
H 2.19071 -1.38030 3.68297
H 3.38062 0.39154 3.95734
C 1.21005 1.63112 2.62733
C 0.67205 1.37944 3.97095
H 1.30880 1.84913 4.73390
H 0.65418 0.29523 4.18779
H -0.34831 1.77023 4.07934
C 0.55694 2.24868 1.55143
C -0.74095 2.96626 1.63018
H -1.42667 2.47720 2.33678
H -1.23020 3.01227 0.64921
H -0.60624 4.00520 1.97713
C 3.59809 0.88699 -0.15587
H 4.44981 1.58761 -0.14992
H 3.26839 0.76653 -1.19869
H 3.96835 -0.08253 0.20811
C 1.06970 2.61009 -0.98572
H -0.00621 2.76636 -1.13095
H 1.41637 1.90377 -1.75204
H 1.57979 3.57237 -1.17171
C 0.01327 -4.27945 5.14080
H 0.20372 -4.66649 6.14525
C -1.05180 -4.81100 4.38143
H -1.71406 -5.54463 4.84593
C -1.23656 -4.34280 3.07393
H -2.07132 -4.68944 2.46243
C -0.34879 -3.41050 2.55654
H -0.33326 -3.08954 1.50940
C 0.59596 -2.81805 3.46480
C 1.30026 -1.66049 3.13658
H 1.08285 -1.20183 2.18266
C -0.51282 -1.64227 -1.55170
C 0.17766 -3.45977 -2.59545
H 0.41205 -4.49929 -2.73929
C 0.37649 -2.42552 -3.47918
H 0.77179 -2.42862 -4.47789
N -0.07743 -1.27333 -2.84241
C -0.13320 0.01327 -3.42884
C 0.93708 0.44625 -4.24735
C 0.75186 1.57523 -5.05389
H 1.53301 1.87360 -5.76245
C -0.40008 2.36397 -4.95110
C -0.60195 3.56563 -5.81984
H -1.13959 4.35241 -5.28049
H -1.18794 3.31812 -6.71333
H 0.36124 3.95532 -6.15182
C -1.37762 2.00824 -4.02152
H -2.27609 2.62292 -3.87925
C -1.26565 0.83195 -3.26857
C -2.36843 0.51129 -2.30446
H -2.64090 -0.55384 -2.25718
H -3.26806 1.06626 -2.61155
H -2.14343 0.90396 -1.28391
C 2.27872 -0.21609 -4.26484
H 2.28750 -1.18285 -4.78397
H 2.71340 -0.35049 -3.26231
H 2.97274 0.43224 -4.82326
N -3.69887 -0.07850 1.31056
C -4.39601 -0.21479 2.44406
C -3.50818 -0.64448 3.42306
C -2.24890 -0.71962 2.82067
N -2.37827 -0.41724 1.49543
H -4.03121 0.28330 0.41024
H -5.45923 -0.01173 2.48301
H -3.72583 -0.87699 4.45482
H -1.28989 -0.98481 3.26036
*
```

**Relative energy (zero: lowest compared OMol25 entry of this formula, charge and spin)**: 48.2 kcal/mol
**Strongest force on any atom**: 0.0531 hartree/bohr
**E_LUMO (spin up / spin down)**: 4.2 / 4.2 eV

=====

[6]
ORCA calculation (ωB97M-V with the def2-TZVPD basis set) on a structure of composition C6H7HgMgO6 at a distorted geometry.

ORCA input file:
```
! RIJCOSX wB97M-V def2-TZVPD def2/J DEFGRID3
* xyz 2 2
Mg 2.01976 2.48274 -0.49846
O 0.41211 1.27648 -0.61939
O 1.19657 -1.01594 -0.60534
C 2.58904 -1.21757 -0.90391
C 3.27264 -0.43343 0.20521
O 2.31261 0.63380 0.43482
C 1.04757 0.16416 0.00408
H 2.79159 -2.29118 -0.87027
H 2.81214 -0.81446 -1.90044
H 4.22520 0.01571 -0.08673
H 3.37462 -1.00742 1.13283
Hg -6.74374 -0.22099 -0.76394
O -4.55627 1.34919 -0.37785
O -2.50240 0.95144 0.36786
C -1.54091 0.03195 0.69397
C -0.16330 0.54882 0.71724
O -3.93170 -0.75723 -0.09956
C -3.72595 0.47009 -0.08924
H -1.81383 -0.52348 1.60394
H -0.03567 1.25808 1.54435
H -1.04008 -0.90077 0.11081
*
```

**Relative energy (zero: lowest compared OMol25 entry of this formula, charge and spin)**: 0.0 kcal/mol
**⟨S²⟩**: 0.754
**Strongest force on any atom**: 0.0996 hartree/bohr
**E_LUMO (spin up / spin down)**: -11.2 / -11.2 eV

=====

[7]
ORCA calculation (ωB97M-V with the def2-TZVPD basis set) on a structure of composition C22H51Br2Ca2Cl5N4O6P at a distorted geometry.

ORCA input file:
```
! RIJCOSX wB97M-V def2-TZVPD def2/J DEFGRID3
* xyz 1 1
C 1.36943 1.99911 -6.25751
C 1.70511 0.52004 -6.06491
Cl 3.15523 0.18768 -7.06220
C 0.63401 -0.49789 -6.51527
Cl -0.37489 0.22114 -7.79080
N -0.23253 -1.07653 -5.40347
C -0.79624 -0.06790 -4.41733
C 0.04587 0.23453 -3.18334
O -0.16101 -0.70355 -2.14099
C 0.38452 -2.31639 -4.74126
C 1.86196 -2.28193 -4.40231
C 2.76611 -2.85967 -5.51229
C 3.39753 -4.20797 -5.14957
C 4.60310 -4.43699 -6.05384
N 5.77074 -3.82153 -5.42811
P -1.73768 -1.80493 -6.19940
O -2.88726 -0.90901 -6.29858
H 1.56296 2.31009 -7.27911
H 2.05919 2.56340 -5.62905
H 0.35555 2.24298 -5.94097
H 2.02829 0.37480 -5.04404
H 1.12887 -1.32529 -7.01361
H -1.07153 0.84161 -4.94090
H -1.72088 -0.47902 -4.01281
H -0.30893 1.20809 -2.83440
H 1.11482 0.32077 -3.34096
H -1.11691 -0.74137 -1.99891
H 0.24238 -3.12893 -5.46396
H -0.25557 -2.54890 -3.89396
H 2.22975 -1.30939 -4.08938
H 1.98794 -2.92355 -3.52800
H 3.58543 -2.17250 -5.72095
H 2.19201 -3.03288 -6.42803
H 3.71837 -4.22115 -4.10326
H 2.64505 -5.00030 -5.24065
H 4.79014 -5.50678 -6.15241
H 4.40100 -3.98867 -7.03376
H 5.49893 -3.00253 -4.89834
H 6.36008 -3.46848 -6.18316
H -1.95572 -2.86867 -5.32060
H -1.19140 -2.34519 -7.36673
Br -1.79747 3.47970 3.35282
C -0.88747 1.84944 2.77304
C -0.12707 2.03421 1.51027
Br -1.31948 2.05368 -0.09019
H -1.64625 1.07310 2.74026
H -0.14207 1.63269 3.53771
H 0.54448 1.19335 1.34810
H 0.44378 2.95371 1.48762
Cl 6.99239 -1.32378 -6.48244
C 2.38736 1.77016 4.24536
O 1.93040 1.97029 3.07519
O 1.97754 2.78564 5.16732
O 3.07007 0.87401 4.68966
H 1.47928 3.37405 4.58918
Ca -3.26984 3.89418 -0.63789
C -5.48512 -0.03461 8.93616
C -4.23461 0.84847 9.04215
C -3.04660 0.13034 8.39011
C -3.09436 0.06607 6.86062
C -3.84291 1.25489 6.23598
C -3.91403 2.50737 7.11419
N -4.54357 2.12781 8.36381
O -4.66352 3.20602 9.24541
C -4.81905 3.51402 6.39871
C -2.51213 3.13673 7.25197
C -3.90636 1.01950 10.52335
H -6.33438 0.45371 9.41523
H -5.33060 -1.00138 9.42013
H -5.74644 -0.21686 7.89423
H -2.11841 0.62831 8.68735
H -2.97586 -0.87537 8.80628
H -2.07142 0.03234 6.48260
H -3.56024 -0.86415 6.53536
H -3.38452 1.51607 5.27992
H -4.86763 0.95810 6.00197
H -5.83413 3.12507 6.33422
H -4.44966 3.69490 5.38692
H -4.85611 4.47516 6.91567
H -2.09693 3.40507 6.28112
H -1.79299 2.46657 7.72542
H -2.51948 4.08068 7.83287
H -3.71384 0.04554 10.97057
H -4.72931 1.47579 11.07262
H -2.99581 1.62520 10.67063
N 9.12697 -2.63323 -8.72613
H 8.69768 -3.57226 -9.04750
H 8.55222 -2.31771 -7.92659
H 10.09445 -2.74303 -8.43720
H 9.06920 -1.94411 -9.46884
Cl 7.06404 -4.58306 -8.73046
Ca -3.46385 4.39904 10.08956
Cl -3.12015 1.00226 -3.05533
*
```

**Strongest force on any atom**: 0.0426 hartree/bohr
**E_LUMO**: -6.2 eV

=====

Q: strongest force on any atom of number 6 (C6H7HgMgO6)?
A: 0.0996 hartree/bohr

=====

Q: strongest force on any atom of number 4 (H20O10)?
A: 0.0262 hartree/bohr

=====

Q: The lowest strongest force on any atom belongs to which entry?
A: C34H43AuGe2NO2Si